C5H14 | ωB97M-V/def2-TZVPD

Strongest force on any atom = 0.043 hartree/bohr
Energy relative to the best compared isomer or geometry (same formula, charge and spin) = 0.5037 eV
Spin multiplicity = 1
E = -198.870647 hartree
Highest occupied orbital energy = -10.984 eV
HOMO-LUMO gap = 12.1 eV

Last column: Mulliken charge in e.
Geometry (Å):
C 1.74507 -0.77701 -0.74927  -0.578
C -0.45017 0.44230 1.71011  -1.007
H 1.05564 -0.03928 -0.36920  -0.094
H -2.49382 1.00226 -0.69581  0.358
H -1.14398 -0.38898 1.80604  0.271
H 0.59668 -2.54527 -0.20975  0.255
C -1.09168 1.56907 0.92931  -0.199
H 0.47099 0.01897 1.32322  0.249
C 0.99202 -2.05697 -1.09973  -0.859
H -0.22214 0.71054 2.74461  0.346
C -1.42747 1.23274 -0.51927  -0.944
H 2.43990 -0.99150 0.07173  0.289
H -1.94598 2.03087 1.41988  0.345
H 0.14472 -1.83258 -1.75859  0.258
H 1.56462 -2.75744 -1.71146  0.347
H 2.40199 -0.43180 -1.54692  0.335
H -0.31807 2.34025 0.82880  0.203
H -1.40777 2.08493 -1.20849  0.311
H -0.91054 0.38889 -0.96521  0.114



H18O9 | ωB97M-V/def2-TZVPD

Strongest force on any atom = 0.058 hartree/bohr
Energy relative to the best compared isomer or geometry (same formula, charge and spin) = 2.5231 eV
Spin multiplicity = 1
E = -687.933074 hartree
Highest occupied orbital energy = -10.659 eV
HOMO-LUMO gap = 10.3 eV

Last column: Mulliken charge in e.
Geometry (Å):
H -2.69700 16.02000 -17.47400  0.301
H -3.07400 15.40000 -13.75400  0.315
H -1.04700 11.15800 -19.85300  0.376
H -2.48800 9.83500 -18.36600  0.309
O -0.31900 11.64800 -20.22600  -0.578
O -3.42100 14.66700 -14.26000  -0.636
H -3.26700 13.05800 -17.47000  0.339
H -3.02800 10.07700 -19.70300  0.306
H -6.35900 12.89800 -15.98900  0.291
H -0.77300 13.62700 -17.75500  0.364
H -3.47600 11.93000 -18.30200  0.364
O -0.31900 14.14600 -18.36500  -0.600
O -2.51600 10.54400 -19.01600  -0.793
H -3.31800 14.88700 -15.18900  0.343
O -3.93800 12.72700 -18.01100  -0.734
H -5.38200 13.28300 -17.09800  0.412
H 0.26300 10.91900 -20.50700  0.316
O -6.10100 13.59800 -16.57800  -0.618
O -3.42800 15.64400 -16.99700  -0.644
O -4.50500 13.58500 -20.56500  -0.609
H -4.19300 15.71900 -17.60400  0.296
H -5.31300 13.20700 -20.87700  0.325
H -0.13000 14.90500 -17.82200  0.268
H -1.40200 13.09200 -15.52400  0.279
O -1.45100 12.70400 -16.41300  -0.643
H -1.59800 11.76200 -16.18500  0.259
H -4.39100 13.16800 -19.71200  0.393



C2H8S2 | ωB97M-V/def2-TZVPD

Net charge = -1
Strongest force on any atom = 0.068 hartree/bohr
Energy relative to the best compared isomer or geometry (same formula, charge and spin) = 0.7056 eV
Spin multiplicity = 2
<S²> = 0.754
E = -877.326234 hartree
Highest occupied orbital energy (alpha / beta) = 0.091 / -3.643 eV
HOMO-LUMO gap (alpha / beta) = 3.9 / 7.6 eV

Last column: Mulliken spin population.
Geometry (Å):
S 0.46601 0.27075 -1.24814  0.482
S -1.43211 1.01190 -0.43633  0.500
C -0.23103 -0.31488 -2.82915  -0.026
H -0.65837 -1.31679 -2.88468  -0.003
H -1.01906 0.22427 -3.43376  -0.003
H 0.47447 -0.67760 2.31850  -0.003
H -1.94281 -0.16630 -0.13305  0.009
H 0.27351 0.02897 3.85809  -0.001
H 1.90862 -0.00865 3.02440  0.000
H 0.67817 -0.40262 -3.45764  0.041
C 0.82562 0.22169 2.87665  0.006
H 0.65699 1.12926 2.34511  -0.002



C34H38Br2MoN5O2 | ωB97M-V/def2-TZVPD

Net charge = +1
Strongest force on any atom = 0.122 hartree/bohr
Spin multiplicity = 3
<S²> = 2.047
E = -6958.297077 hartree
Highest occupied orbital energy (alpha / beta) = -9.149 / -9.043 eV
HOMO-LUMO gap (alpha / beta) = 4.3 / 4.1 eV

Last column: Mulliken spin population.
Geometry (Å):
H -5.15377 -0.23378 -2.35952  -0.001
H -3.80302 4.58146 -1.02109  0.000
H 2.22537 0.61348 6.20270  0.000
C 6.28354 3.28894 -1.40687  0.000
H -1.89411 0.97476 -3.77130  -0.003
N -1.10159 -3.15948 0.06091  -0.025
C 5.01120 3.32034 -2.05872  0.000
Br 4.51382 -0.09354 4.81596  0.003
H 2.42940 4.99824 -2.53526  0.000
C 1.80443 0.29454 5.21172  -0.005
H 7.11927 2.17376 -2.97295  0.000
C -3.04355 1.39079 -2.03428  0.002
H 4.03288 -1.60034 2.35999  0.000
C 2.62301 3.95394 -2.27614  0.000
H -5.78325 -6.68837 -1.22520  0.000
H -1.93023 5.15392 -2.55517  0.000
C -2.61700 -6.35038 0.22685  -0.001
Mo -1.19781 -1.27325 0.24461  1.815
N -2.40853 -4.86930 0.24002  0.000
H 2.79226 3.31535 -3.18616  0.000
H -2.07397 -6.65485 -0.70167  0.001
C -1.85673 3.08520 -3.33610  0.001
C 2.21456 -0.59912 2.94913  -0.008
C 1.20564 -1.14873 0.44162  -0.038
C 5.33687 4.20632 2.07671  0.000
H -4.37664 -1.81569 -2.22636  -0.002
H -4.27384 -5.85142 2.25448  -0.001
H 0.93443 -1.12649 -0.60647  0.001
C -3.22205 -0.06219 -1.48152  -0.006
C 5.10897 3.93560 0.58880  0.000
N -1.29149 -4.33036 -0.39415  0.116
H 2.49925 4.31038 1.51028  0.000
C -4.75471 -6.38257 -1.21836  0.001
H -1.45356 -0.68680 -2.51011  0.006
C -3.29683 3.76072 -1.61277  0.000
C -0.12667 0.09622 3.56372  0.004
C -4.94426 -5.97643 1.34044  0.002
H -5.00735 -0.12513 -0.15741  0.010
H 5.04879 3.00206 -3.12080  0.000
C 6.27964 3.48650 -0.02711  0.000
C -2.81992 -3.92500 1.15828  0.037
H -3.74654 -0.63186 -3.42113  0.000
H -3.64784 -0.98777 0.47154  -0.042
H 1.77753 3.53203 -1.77911  0.000
H 7.14201 3.40549 0.62411  0.000
C -4.19302 -0.76684 -2.43268  -0.005
N 0.37840 -0.55722 1.35449  0.115
C 0.45967 0.47177 4.90476  0.019
O -1.34341 0.18730 3.32608  0.050
H -4.24400 -6.99890 -1.97521  0.000
C -1.81844 -0.58200 -1.46241  -0.204
C -3.91896 -0.00523 -0.03045  0.064
H -4.70274 -5.35036 -1.61825  0.000
C -4.09966 -6.61032 0.19878  -0.001
C 2.99792 -1.33727 2.05122  -0.003
O 2.14762 5.87878 0.24128  0.000
H -5.34814 -4.99870 1.12966  0.000
C -2.30288 4.10197 -2.48657  0.001
H -3.73818 -3.99867 1.76701  0.001
C 7.48760 2.89615 -2.25554  0.000
H 2.93062 -2.40627 0.18335  -0.002
H 8.28775 2.48187 -1.67281  0.000
H -2.05679 -6.76736 1.10378  0.000
C 3.90589 4.29067 -0.08108  0.000
C 3.83476 3.79987 -1.41728  0.000
H 5.88543 5.20133 2.22928  0.000
N -2.11685 -2.82369 0.96612  0.034
H 4.36450 4.12568 2.62887  0.000
H -3.62389 0.85065 0.60157  -0.003
H -5.78388 -6.62987 1.62626  0.000
H -4.14843 -7.73055 0.31397  0.000
C 0.89510 -0.27968 2.61599  0.027
C 2.43670 -1.67316 0.83545  0.011
C 2.72994 4.85228 0.60814  0.000
Br -0.64510 1.40159 6.05150  0.002
H 6.03533 3.41565 2.45922  0.000
H -1.17268 3.22270 -4.19297  0.000
C -3.76239 2.44481 -1.47508  -0.001
H -4.56468 2.22666 -0.80728  0.000
C 2.70196 -0.20647 4.27557  0.027
C -2.27323 1.76053 -3.11631  0.000
H 7.82057 3.80513 -2.79459  0.000



C4H12NS2 | ωB97M-V/def2-TZVPD

Net charge = +1
Strongest force on any atom = 0.105 hartree/bohr
Energy relative to the best compared isomer or geometry (same formula, charge and spin) = 4.1602 eV
Spin multiplicity = 1
E = -1010.342605 hartree
Highest occupied orbital energy = -12.050 eV
HOMO-LUMO gap = 8.4 eV

Last column: Mulliken charge in e.
Geometry (Å):
C 2.22926 1.21700 -0.46565  -1.431
H 2.05626 -1.35077 -1.07336  0.194
N -1.19561 -1.55217 -0.14054  -0.173
H 1.89936 2.24075 -0.37013  0.364
C -0.73084 0.87162 0.06516  -1.051
H -0.62152 1.74879 0.72465  0.385
H -3.89867 0.17944 0.91836  0.174
S 1.84082 -1.40253 0.20747  -0.295
C -1.60968 -0.28121 0.47611  -0.214
C 1.49257 0.32668 0.51181  0.154
H -0.15840 -1.87838 0.01818  0.058
H -1.11751 -1.25048 -1.23371  0.468
S -3.25362 0.16978 -0.19647  -0.120
H 3.23523 0.98068 -0.41110  0.458
H 1.57435 0.64977 1.62956  0.342
H -0.50246 1.06014 -0.92779  0.481
H -1.62754 -0.40307 1.54875  0.443
H 1.99227 1.10412 -1.56636  0.390
H -1.60427 -2.43017 0.28506  0.374



HN3O | ωB97M-V/def2-TZVPD

Strongest force on any atom = 0.071 hartree/bohr
Energy relative to the best compared isomer or geometry (same formula, charge and spin) = 3.1954 eV
Spin multiplicity = 1
E = -239.929686 hartree
Highest occupied orbital energy = -11.453 eV
HOMO-LUMO gap = 12.1 eV

Last column: Mulliken charge in e.
Geometry (Å):
H -1.46939 -0.09912 -0.25290  0.315
O 0.34954 -0.98484 0.04275  -0.129
N 0.39415 0.94294 0.03023  -0.077
N -0.55667 0.07200 0.36503  -0.070
N 1.28236 0.06902 -0.18511  -0.038